[1]
Entry from the Open Molecules 2025 dataset: a cluster of 8 separate species, C10H36O8 in total at a distorted geometry (ωB97M-V/def2-TZVPD).

Structure (XYZ):
```
54
Properties=species:S:1:pos:R:3:forces:R:3
C -2.36194 -2.89757 2.67441 -1.0 3.1 -3.5
O -2.93194 -1.56757 2.84241 -1.6 -0.8 0.7
H -2.74594 -3.44157 3.42141 -2.7 -3.1 1.8
H -1.43594 -2.87757 3.13241 3.0 0.4 -0.7
H -2.56794 -3.09457 1.54941 1.1 -0.8 2.2
H -3.85294 -1.80257 3.12941 1.2 1.1 -0.5
C -2.34494 -3.25857 -3.18359 1.1 -5.7 -0.8
O -1.62094 -2.83357 -4.24059 -1.5 2.6 -2.2
H -3.35294 -3.40057 -3.40659 -1.7 -0.3 -0.7
H -2.29594 -2.73657 -2.34659 0.5 3.0 3.8
H -1.88194 -4.29757 -2.91259 -1.3 1.3 0.0
H -0.78994 -3.18557 -4.13259 3.0 -0.9 0.0
C -1.47894 4.51843 -0.98759 -1.7 -0.5 -3.6
O -1.22594 5.64243 -0.21059 -1.3 0.1 -1.1
H -2.09494 3.63743 -0.76059 -1.0 0.8 1.7
H -0.64294 3.90843 -1.23159 1.8 0.4 -0.6
H -2.01594 4.82943 -1.99859 1.5 -0.2 2.0
H -0.80694 5.39143 0.58141 0.9 -0.5 1.6
C 1.27806 -2.53257 -0.56859 1.4 -4.5 6.8
O 1.96206 -3.73657 -1.04859 -1.0 1.0 0.4
H 0.36506 -2.89557 0.18241 2.3 1.2 -1.7
H 0.86306 -1.99657 -1.26059 -2.1 2.8 -4.5
H 2.01606 -1.91257 0.02641 -1.0 -0.6 -0.5
H 1.80506 -4.37757 -0.34259 0.3 0.1 -0.4
C 3.10706 -0.53057 2.93841 -3.3 0.6 -4.5
O 1.80706 -0.12757 3.30941 -1.7 1.1 0.9
H 2.86406 -1.26157 2.17441 0.8 -1.0 -0.3
H 3.54106 -1.03257 3.71941 1.6 -0.4 1.9
H 3.56406 0.23843 2.29241 0.9 0.0 1.2
H 1.09706 -0.06157 2.60841 1.6 -0.5 0.8
C 3.12806 3.12543 2.00941 2.7 0.4 0.0
O 3.05306 4.58343 1.94941 1.1 0.1 -0.5
H 2.84406 2.87843 2.99541 -1.2 -0.4 1.0
H 4.29006 2.73043 2.17641 -2.8 0.9 -1.6
H 2.42106 2.65143 1.24341 1.7 0.6 0.9
H 3.91206 5.05943 1.76341 -1.4 -1.4 0.2
C 0.45806 0.21843 -3.47559 3.7 -4.7 0.3
O 0.90106 1.56243 -3.38859 -0.5 -1.4 0.2
H -0.62994 -0.08957 -3.20559 1.8 1.0 -0.9
H 1.17506 -0.44257 -2.69559 -2.1 2.0 -1.5
H 0.98306 -0.39657 -4.47959 -2.3 2.1 2.2
H 0.15006 2.05343 -3.67159 -0.7 1.1 -0.4
C 0.22106 1.11743 0.06641 3.1 -1.6 2.4
C -1.07394 0.54643 0.69141 5.6 -5.0 -5.2
C -1.80894 -0.33357 -0.46459 -0.7 2.4 4.9
O -0.69094 -0.38657 1.70441 0.7 2.3 -0.6
H 1.04306 0.30943 -0.29859 -2.6 1.6 -0.2
H 0.93706 1.39143 0.99141 -2.0 0.6 -1.8
H -0.07494 1.94043 -0.60159 1.0 -0.4 0.1
H -1.57794 1.36743 0.85241 -3.4 3.9 2.3
H -2.12094 0.36643 -1.16259 -0.7 0.7 -1.8
H -2.63794 -0.73757 0.12441 -0.5 -0.2 -0.7
H -1.17894 -1.08957 -0.73059 1.7 -1.8 -1.2
H -1.54294 -0.73257 1.65641 -2.2 -2.4 1.9
```
Positions in Å, forces in eV/Å.

## Properties
E_HOMO = -9.65 eV
Gap between HOMO and LUMO = 10.01 eV
SMILES string = CC(C)O.CO.CO.CO.CO.CO.CO.CO
ΔE to the lowest compared entry with this formula, charge and spin = 1033.4 kJ/mol

Atomic partial charges in e from the Löwdin method, atoms 1 to 2:
1 C -0.11
2 O -0.16

***

[2]
Entry from the Open Molecules 2025 dataset: a structure of composition C10H37BeN18O12 at a distorted geometry (ωB97M-V/def2-TZVPD).

Structure (XYZ):
```
78
Properties=species:S:1:pos:R:3:forces:R:3
Be -0.39890 0.78850 3.79806 0.5 -0.6 -1.9
O 0.64963 0.73579 -0.35084 1.9 2.3 -1.7
C -0.16298 -0.12365 0.14780 -1.5 -0.8 4.2
O -0.65276 0.17614 1.27490 -1.1 1.1 1.4
O -0.32858 -1.21087 -0.31823 0.2 -3.4 -2.8
H 0.61788 1.41300 0.32884 0.7 0.4 0.5
C -0.43550 3.58120 1.51074 -0.8 1.8 0.2
O -0.11360 2.77304 2.31032 1.4 -4.0 2.3
N -0.17678 3.66488 0.22149 0.7 -0.1 -3.2
N -1.07177 4.67365 1.91070 -1.7 3.3 0.6
H 0.03954 2.89041 -0.38966 0.0 0.2 0.3
H -0.56403 4.46796 -0.25306 0.0 -0.5 -0.2
H -1.18224 5.42817 1.24843 -0.4 -0.1 0.4
H -1.47630 4.82009 2.82448 0.5 -0.4 -0.2
C -4.30438 0.40701 0.38096 2.9 2.9 -1.2
O -3.79361 0.91938 -0.62723 0.1 -0.5 -0.1
N -5.60422 0.45696 0.50753 -3.3 -0.7 0.6
N -3.57425 0.00835 1.42345 -1.1 -0.9 0.8
H -6.11837 0.66326 -0.33697 -0.1 0.0 0.5
H -6.06346 0.14783 1.35230 -0.2 0.1 -0.4
H -2.56999 0.11529 1.43472 0.4 -0.2 0.0
H -4.11261 -0.51530 2.09878 0.9 0.0 0.4
C 3.45033 3.76777 1.13014 0.3 -0.4 -2.3
O 2.91795 3.02239 0.31354 -0.4 -0.6 -0.1
N 4.64573 3.59506 1.64889 1.8 -0.3 1.6
N 2.95660 4.96120 1.37551 -2.5 2.4 0.2
H 5.25448 2.82039 1.42659 -0.3 0.3 0.3
H 4.82354 4.28693 2.36289 1.0 -0.7 0.0
H 3.29251 5.69656 1.98091 0.1 -0.4 -0.2
H 2.12166 5.11773 0.82919 0.0 0.3 0.4
C -3.46094 -2.08779 -2.48770 2.5 -2.7 -0.1
O -2.80114 -2.90019 -3.14594 -0.3 -0.1 -1.4
N -4.74163 -1.80133 -2.70678 -2.8 1.9 -0.2
N -2.90210 -1.64395 -1.36857 -0.8 0.6 0.8
H -5.23877 -1.93253 -3.57611 0.9 -0.7 -0.2
H -5.01543 -0.88573 -2.37996 0.1 0.1 0.5
H -1.94426 -1.91220 -1.19344 -0.2 0.4 0.2
H -3.47959 -1.11510 -0.73065 1.0 -0.1 -0.2
C 1.92987 -4.34780 0.46658 1.3 -4.3 2.2
O 2.62452 -5.31654 0.81478 0.0 0.5 -0.7
N 2.28327 -3.17162 0.21593 4.9 5.9 -1.3
N 0.65035 -4.33352 0.45737 -7.1 -2.9 0.5
H 3.28465 -3.04156 0.23636 -0.3 0.7 -0.3
H 1.59815 -2.43275 0.14689 0.6 0.2 -0.4
H 0.04812 -3.53039 0.34603 0.5 -0.1 -0.3
H 0.19328 -5.18596 0.74812 0.0 0.1 -0.2
C -1.86270 -2.29186 3.24367 -0.2 0.4 -1.1
O -1.83942 -1.23960 3.78082 0.4 5.2 4.4
N -1.52550 -2.44254 2.06520 3.5 -0.9 -9.1
N -2.38970 -3.39380 3.59201 -3.4 -4.2 5.8
H -1.12071 -1.75208 1.44916 0.1 0.4 0.1
H -1.70099 -3.35942 1.67966 0.4 0.7 -0.6
H -2.79172 -3.30842 4.51461 -0.2 -1.2 0.0
H -2.39109 -4.22900 3.02407 -0.2 0.3 0.8
C 0.83781 -2.42896 -4.09364 5.4 4.7 2.0
O 2.03989 -2.13667 -4.18495 -0.1 0.0 0.4
N -0.03607 -1.80249 -3.29799 -1.1 0.2 0.5
N 0.29397 -3.27821 -4.84690 -3.0 -4.1 -2.9
H -0.94562 -2.21330 -3.45310 -0.7 1.1 1.2
H 0.17048 -1.09548 -2.60692 0.1 -0.7 -0.1
H -0.65174 -3.44578 -4.53441 -0.1 -1.2 -1.4
H 0.81228 -3.71636 -5.59489 -0.5 -0.1 0.4
C 1.89159 2.32857 -3.79168 0.3 0.6 -2.3
O 1.96330 2.23966 -4.99412 -0.2 -0.7 -1.7
N 1.13628 1.67203 -2.99339 -3.9 -3.8 2.4
N 2.55741 3.24003 -3.16322 3.8 4.7 1.9
H 0.60307 0.90242 -3.37219 0.1 0.1 -0.1
H 1.20219 1.66989 -1.98554 0.4 0.0 -0.5
H 2.52369 3.49776 -2.18724 -0.2 -0.6 -0.1
H 3.14745 3.82980 -3.73253 -0.1 -0.2 0.1
C 2.90591 0.00336 2.41629 -1.3 -0.2 1.2
O 1.83736 0.31121 2.89424 -2.6 1.2 1.1
N 3.65709 0.69430 1.64232 0.6 3.5 -2.4
N 3.50667 -1.09978 2.64438 1.7 -5.7 2.0
H 4.64538 0.50236 1.72315 -0.3 0.8 -0.4
H 3.16401 1.55691 1.46099 1.2 0.6 -1.1
H 3.17299 -1.68360 3.39799 0.1 -0.4 -0.6
H 4.09224 -1.44140 1.89572 -0.1 -0.5 0.7
```
Positions in Å, forces in eV/Å.

## Properties
E_HOMO (spin up / spin down) = -8.01 / -8.08 eV
2S+1 = 2
Gap between HOMO and LUMO (spin up / spin down) = 7.89 / 6.65 eV
ΔE to the lowest compared entry with this formula, charge and spin = 0.0 kJ/mol

Atomic partial charges in e from the Löwdin method, atoms 1 to 2:
1 Be 0.80
2 O 0.13

***

[3]
Entry from the Open Molecules 2025 dataset: a cluster of 7 separate species, C10H38N2O5 in total at a distorted geometry (ωB97M-V/def2-TZVPD).

Structure (XYZ):
```
55
Properties=species:S:1:pos:R:3:forces:R:3
O -1.02198 -0.99125 5.22857 0.3 0.0 1.6
H -1.31073 -1.78683 5.68162 -1.1 -0.8 0.5
H -0.11846 -0.92511 5.54619 0.9 0.8 0.5
H -0.92721 -1.16722 4.28959 -0.5 0.7 -3.5
N 1.92841 0.20684 3.06998 -0.3 -0.3 2.4
H 0.97413 0.32627 2.76145 -1.4 -0.7 -0.7
H 2.55205 -0.28378 2.44510 1.5 0.8 -1.5
H 1.94009 -0.44383 3.84237 -0.6 -0.6 0.3
H 2.18130 1.03771 3.58551 1.1 0.9 -0.9
N -1.42254 -3.20748 1.59897 -0.8 -1.3 -0.9
H -1.12830 -2.29371 1.91289 0.5 2.3 0.7
H -1.79573 -3.75875 2.35853 0.3 -0.4 0.3
H -0.68286 -3.67055 1.09051 0.5 -0.4 0.1
H -2.18297 -3.14542 0.93717 -0.5 0.5 -0.5
C -0.97609 0.18431 1.31286 0.4 -0.2 -0.6
O -0.76432 -0.55684 2.51008 0.4 -0.6 0.5
H -1.68235 1.01394 1.28124 -0.6 -0.3 0.8
H -0.09616 0.67107 0.89225 0.9 0.2 0.5
H -1.17391 -0.44113 0.44234 -0.6 -0.5 0.0
C -2.18626 -2.57454 -2.72034 -1.7 -0.5 -0.4
C -1.21982 -1.47325 -2.94388 -1.1 0.6 -2.5
C -1.88509 -0.08814 -2.73154 1.4 -0.1 1.6
O -0.09989 -1.76507 -2.17827 1.3 0.5 1.9
H -1.79632 -3.58777 -2.81742 0.5 0.0 0.3
H -2.97891 -2.57592 -3.46855 -0.2 0.3 0.0
H -2.66410 -2.41510 -1.75371 -0.1 -0.3 0.2
H -0.81888 -1.56367 -3.95341 -0.6 0.4 -0.6
H -1.13724 0.70155 -2.65951 0.3 0.0 -0.6
H -2.24357 -0.07695 -1.70225 -0.5 -0.2 0.2
H -2.69894 0.28179 -3.35517 0.2 -0.7 -0.4
H 0.06989 -2.66253 -2.47380 0.6 -0.1 0.3
C -2.25031 3.70269 -1.68922 -0.2 -1.7 0.9
C -1.21510 4.09391 -0.57303 -1.9 1.4 -2.9
C 0.18399 4.01209 -1.11094 1.4 -1.0 0.6
O -1.55065 5.44167 -0.33715 0.2 1.0 1.4
H -1.96252 4.04036 -2.68484 0.1 0.1 0.2
H -3.28038 3.98511 -1.47176 0.3 0.9 0.3
H -2.43445 2.62885 -1.72176 0.6 -0.5 -0.4
H -1.39948 3.58623 0.37374 0.3 -0.2 -0.1
H 0.43018 4.31972 -2.12724 -1.0 0.3 -0.2
H 0.51025 2.97247 -1.08190 0.2 -0.3 0.1
H 0.88451 4.59192 -0.50997 -0.1 -0.1 0.4
H -1.45466 5.95466 -1.14289 0.0 0.0 -0.1
C 2.60867 0.11197 -0.63757 -0.4 -0.4 -0.4
C 2.95156 -1.19979 0.16315 1.2 1.6 -1.5
C 3.68347 -2.24616 -0.64537 -0.7 -1.0 -1.3
O 3.85437 -0.78521 1.19600 -0.6 -0.1 1.3
H 2.53619 0.96019 0.04313 -0.2 -0.1 0.2
H 1.70659 0.08073 -1.24860 -0.4 -0.4 0.4
H 3.30199 0.42988 -1.41624 0.8 -0.4 0.3
H 2.04456 -1.56455 0.64520 0.0 -0.2 0.1
H 3.93856 -3.18647 -0.15666 -0.1 0.3 0.6
H 4.58610 -1.91966 -1.16186 0.1 0.6 0.4
H 3.07146 -2.56584 -1.48878 -0.4 0.1 -0.1
H 4.62188 -0.41340 0.75522 0.3 0.1 0.1
```
Positions in Å, forces in eV/Å.

## Properties
E_HOMO = -13.46 eV
Gap between HOMO and LUMO = 6.00 eV
Total charge = +2

Atomic partial charges in e from the Löwdin method, atoms 1 to 2:
1 O 0.36
2 H 0.19

***

[4]
Entry from the Open Molecules 2025 dataset: a structure of composition C10H3Cl4F6N2O6S2TeY (ωB97M-V/def2-TZVPD).

Structure (XYZ):
```
35
Properties=species:S:1:pos:R:3:forces:R:3
Y 0.20063 -1.26956 0.59437 0.1 -0.1 0.0
Cl 1.46085 4.47231 4.46441 0.0 0.0 0.0
C 1.67210 3.08123 3.44516 0.0 0.0 0.0
C 2.90021 2.81762 2.87210 0.0 0.0 0.0
Cl 4.25242 3.87154 3.16429 0.0 0.0 0.0
C 3.05616 1.69359 2.04648 0.0 0.0 0.0
Cl 4.58749 1.34691 1.30255 0.0 0.0 0.0
C 1.99907 0.82763 1.78020 0.1 0.0 -0.1
O 2.08882 -0.22035 1.00273 0.0 0.2 0.2
C 0.72139 1.10306 2.37826 -0.1 0.0 0.0
O -0.25466 0.27847 2.09840 0.0 0.0 0.0
C 0.59085 2.21997 3.19597 0.0 0.0 0.0
Cl -0.96460 2.53843 3.89593 0.0 0.0 0.0
Te 0.28561 -4.00237 1.45862 0.0 0.0 0.0
C 1.47344 -4.54258 -1.77763 0.0 0.0 0.1
C 1.24221 -3.12432 -1.52328 -0.1 0.1 0.0
N 1.13406 -1.97386 -1.60952 0.1 -0.2 0.0
H 1.80396 -4.67137 -2.81282 0.0 0.0 0.0
H 0.55458 -5.08648 -1.57679 0.0 0.0 0.0
H 2.21258 -4.89834 -1.06451 0.0 0.0 0.0
F -0.81674 3.19412 0.39148 0.0 0.0 0.0
C -1.83405 2.55905 -0.17396 0.0 -0.1 -0.1
F -2.47025 1.82753 0.72874 0.0 0.0 0.0
F -2.68890 3.47030 -0.65845 0.0 0.0 0.0
S -1.20500 1.48883 -1.54272 0.1 -0.1 0.1
O -0.16009 0.69848 -0.93318 -0.2 0.1 -0.1
O -0.84193 2.38760 -2.59125 0.0 0.0 0.0
N -2.50770 0.68211 -1.92914 0.1 0.0 0.0
S -2.82908 -0.78535 -1.49956 0.0 0.0 0.0
O -1.92639 -1.36549 -0.52690 -0.1 0.1 0.1
O -4.22817 -0.97870 -1.29707 0.0 0.0 0.0
C -2.44323 -1.73074 -3.03295 0.0 0.0 -0.1
F -2.53070 -3.03988 -2.80078 0.0 0.0 0.0
F -3.31662 -1.41465 -3.99855 0.0 0.0 0.0
F -1.21830 -1.45472 -3.47063 0.0 0.0 0.0
```
Positions in Å, forces in eV/Å.

## Properties
E_HOMO = -0.92 eV
Gap between HOMO and LUMO = 5.27 eV
Total charge = -2
ΔE to the lowest compared entry with this formula, charge and spin = 1.1 kJ/mol

Atomic partial charges in e from the Löwdin method, atoms 1 to 2:
1 Y 0.98
2 Cl 0.59